# C4H8O2

A 2-piece molecular cluster, C4H8O2 overall (wB97M-V/def2-TZVPD, the Open Molecules 2025 dataset).

Calculated values
* molar mass: 88.1 g/mol
* relative energy (zero: lowest compared OMol25 entry of this formula, charge and spin): 100.6 kcal/mol
* highest occupied orbital energy: -8.9 eV
* Kohn-Sham gap: 9.00 eV

Last columns: bonded neighbours and bond lengths (Å).
CARTESIAN COORDINATES (ANGSTROEM)
1 C -0.74 1.47 1.33  O2 1.443, H7 1.090, H8 1.093, H9 1.091
2 O -0.02 0.23 1.19  C1 1.443, C3 1.294
3 C -0.66 -0.71 0.58  O2 1.294, C5 1.481
4 C 0.72 0.16 -1.79  H10 1.096, H11 1.090, H12 1.095, H13 1.092
5 C 0.06 -2.00 0.56  C3 1.481, O6 1.213, H14 1.118
6 O 0.51 -2.60 -0.39  C5 1.213
7 H -0.43 1.91 2.28  C1 1.090
8 H -0.45 2.12 0.51  C1 1.093
9 H -1.81 1.26 1.31  C1 1.091
10 H -0.30 0.05 -1.40  C4 1.096
11 H 0.66 0.65 -2.76  C4 1.090
12 H 1.31 0.77 -1.09  C4 1.095
13 H 1.17 -0.83 -1.87  C4 1.092
14 H -0.03 -2.48 1.56  C5 1.118